(1)
Density functional theory data (wB97M-V/def2-TZVPD) for a molecular structure, C6H15NPS.

```
24
C6H15NPS | OMol25 | wB97M-V/def2-TZVPD
C 1.07282 -2.58675 0.26353
C -0.05492 -0.61568 -1.59095
C 0.27947 2.16623 -0.62486
C -0.45036 1.42477 1.55245
C 1.05166 -1.16360 0.75723
C -0.47461 -0.35025 -0.14928
N -0.56122 1.18840 0.06658
P -2.15659 -1.18299 -0.06443
S -3.47303 0.19698 -0.13319
H 0.19410 -3.10374 0.31548
H 1.93946 -3.06592 0.80484
H 1.30741 -2.59799 -0.82035
H -0.61262 0.14423 -2.22287
H -0.35532 -1.67192 -1.79509
H 0.94358 -0.45420 -1.81697
H -0.00089 2.69582 -1.55439
H 0.21918 3.07670 -0.02855
H 1.36349 1.77136 -0.73729
H -0.84739 2.34523 1.82532
H -1.01487 0.73771 2.13217
H 0.54293 1.32890 1.74538
H 0.86266 -1.04203 1.81663
H 1.85532 -0.59628 0.51217
H -1.63027 1.35500 -0.25358
```

Summary:
* charge: +1
* Kohn-Sham gap: 8.0 eV
* E_tot: -1031.56015 Eh
* energy above the lowest of the compared OMol25 structures with the same formula, charge and spin: 242.6 kJ/mol
* E_LUMO: -5.2 eV

natural (NBO) atomic charge list, values in e, 2 entries: -0.64 -0.68

***

(2)
Density functional theory data (wB97M-V/def2-TZVPD) for a molecular structure, C16H13N6O3ReS4.

```
43
C16H13N6O3ReS4 | OMol25 | wB97M-V/def2-TZVPD
Re 0.05402 0.04984 -0.83926
N -2.83948 1.90814 -1.78776
C -1.68418 2.26024 -2.33856
N -0.53738 1.58364 -2.19836
C 0.47152 2.15774 -2.96756
C 0.09462 3.28034 -3.64606
S -1.54708 3.66374 -3.36696
C 1.71682 1.44084 -2.93336
C 2.90652 1.64274 -3.57636
S 4.04842 0.43584 -3.17916
C 2.86252 -0.32556 -2.14056
N 1.68892 0.31604 -2.12166
N 3.12032 -1.44256 -1.47446
H -2.90888 1.08684 -1.20536
H -3.66248 2.48334 -1.90446
H 0.69772 3.88874 -4.29066
H 3.15082 2.44074 -4.25016
H 4.03192 -1.88076 -1.52296
H 2.44462 -1.83036 -0.82806
S -1.36948 -3.48086 -3.41096
C -2.54168 -3.04906 -2.23666
C -2.12088 -1.99036 -1.49916
N -0.88478 -1.51516 -1.85516
C -0.37968 -2.22586 -2.86106
H -3.47828 -3.56926 -2.14656
H -2.65838 -1.56216 -0.66836
H 0.58162 -2.02026 -3.29896
O 2.94192 -1.40156 3.98404
S 2.24912 -0.22916 3.60234
O 2.80912 1.06654 3.72294
N 1.68812 -0.41366 2.02864
C 0.39792 -0.45186 1.99944
O -0.21918 -0.64346 0.88224
C -0.31428 -0.30926 3.26634
C -1.68668 -0.26986 3.48194
C -2.14328 -0.15476 4.78324
C -1.25758 -0.08896 5.84734
C 0.13042 -0.11316 5.63644
C 0.55482 -0.21496 4.34584
H -2.37178 -0.32406 2.64814
H -3.20648 -0.11566 4.97994
H -1.63248 -0.02206 6.85884
H 0.80272 -0.06056 6.48084
```

Summary:
* charge: +3
* multiplicity: 4
* Kohn-Sham gap (spin up / spin down): 4.8 / 4.1 eV
* E_tot: -2841.72284 Eh
* E_LUMO (spin up / spin down): -12.1 / -12.9 eV

natural (NBO) atomic charge list, values in e, 2 entries: 1.94 -0.72

***

(3)
Density functional theory data (wB97M-V/def2-TZVPD) for a molecular structure, C28H25ClDyNP.

```
57
C28H25ClDyNP | OMol25 | wB97M-V/def2-TZVPD
C -3.03621 -0.96767 -0.14690
C -2.23324 -1.18601 -1.30146
C -1.62228 0.07092 -1.65984
H -2.21964 -2.10460 -1.89441
C -1.98206 1.04027 -0.68392
C -2.84460 0.43351 0.25683
H -3.30396 0.88085 1.13716
H -3.71608 -1.71420 0.33373
H -0.98631 0.24990 -2.52095
H -1.59452 2.02912 -0.66607
Dy -1.08103 -1.15850 1.22288
Cl -0.18128 -3.50593 1.06115
C 3.20484 0.43181 0.04616
C 2.67253 1.64181 -0.48310
C 2.08454 1.34430 -1.72972
H 2.65423 2.59572 0.04015
C 2.27083 -0.04721 -1.99641
C 2.94341 -0.61024 -0.89094
H 3.15606 -1.66923 -0.74257
H 3.69695 0.31169 1.02161
H 1.51298 2.01852 -2.35635
H 1.89110 -0.59685 -2.86295
N -0.57907 0.46686 2.36307
P -0.22596 1.01138 3.78426
C 1.38985 1.80160 4.15238
C 2.46223 1.10749 4.74672
C 3.69604 1.72123 4.98638
C 3.92325 3.03047 4.54143
C 2.91865 3.68906 3.80986
C 1.68236 3.06511 3.60472
C -1.47519 2.16901 4.40859
C -2.50518 1.67354 5.23100
C -3.65675 2.42910 5.46830
C -3.82639 3.65407 4.80410
C -2.88202 4.07577 3.85344
C -1.74994 3.29105 3.60820
C -0.27406 -0.42158 4.93850
C -0.63812 -1.71202 4.51896
C -0.79256 -2.76158 5.43230
C -0.48145 -2.54100 6.77837
C -0.03555 -1.29255 7.22207
C 0.04297 -0.24898 6.29136
H 2.34463 0.07132 5.02404
H 4.48115 1.20294 5.54782
H 4.87332 3.54044 4.75821
H 3.10169 4.70716 3.43999
H 0.93950 3.56184 2.99767
H -2.44558 0.66819 5.62157
H -4.41611 2.08210 6.17736
H -4.70436 4.27465 5.01003
H -3.02662 5.02184 3.31793
H -1.13748 3.49924 2.74632
H -0.88407 -1.90840 3.45570
H -1.15965 -3.74158 5.08615
H -0.58525 -3.36340 7.48093
H 0.22661 -1.12707 8.27552
H 0.38144 0.71467 6.64094
```

Summary:
* charge: -1
* multiplicity: 6
* Kohn-Sham gap (spin up / spin down): 4.5 / 4.6 eV
* E_tot: -2823.34888 Eh
* energy above the lowest of the compared OMol25 structures with the same formula, charge and spin: 70.9 kJ/mol
* E_LUMO (spin up / spin down): 2.1 / 2.1 eV

Löwdin atomic charge list, values in e, 2 entries: -0.38 -0.22

***

(4)
Density functional theory data (wB97M-V/def2-TZVPD) for a single C4H8N2O molecule.

```
15
C4H8N2O | OMol25 | wB97M-V/def2-TZVPD
H -1.11250 -1.03782 1.89885
N -0.32000 -0.57628 1.49813
C -0.37947 -0.08583 0.37914
O -1.43400 0.06666 -0.47828
C -2.16735 -1.12842 -0.59539
C 0.96168 0.64437 -0.33177
C 1.98398 1.08061 0.55132
N 0.81628 0.73227 -1.62174
H 1.75443 1.09644 -1.99395
H -1.34497 -1.98938 -0.63698
H -2.85193 -1.06736 -1.47462
H -2.74247 -1.21759 0.30285
H 2.67578 1.73858 0.05955
H 1.53050 1.43306 1.44005
H 2.63003 0.31067 1.00285
```

Summary:
* charge: 0
* Kohn-Sham gap: 10.9 eV
* E_tot: -341.89127 Eh
* energy above the lowest of the compared OMol25 structures with the same formula, charge and spin: 295.0 kJ/mol
* E_LUMO: 1.0 eV
* SMILES string: [H]/N=C(OC)/C(C)=N/[H]

natural (NBO) atomic charge list, values in e, 2 entries: 0.36 -0.71

***

Short version: F_max = 0.11475 0.09660 0.05192 0.11208 Eh/bohr, in the order given.